# 1
A 8-piece molecular cluster, C38H65N3O16 overall. Source: the Open Molecules 2025 dataset; level of theory: ωB97M-V/def2-TZVPD.

Properties
E_HOMO	-9.044	eV
gap between HOMO and LUMO	0.3035	Ha
LUMO	-0.02882	Ha
multiplicity	1
relative energy (zero: lowest compared OMol25 entry of this formula, charge and spin)	0.000	eV
structure (SMILES)	O=[N+]([O-])c1ccccc1.O=[N+]([O-])c1ccccc1.O=[N+]([O-])c1ccccc1.COCCOC.COCCOC.COCCOC.COCCOC.COCCOC
DFT total energy	-77675.2618	eV

Positions of all 122 atoms, in Å:
O 7.27 3.16 -4.36
N 6.31 3.89 -4.54
O 6.36 5.05 -4.94
C 4.97 3.36 -4.25
C 4.74 2.00 -4.23
C 3.47 1.49 -3.95
C 2.44 2.37 -3.72
C 2.67 3.75 -3.67
C 3.94 4.23 -3.91
H 5.51 1.30 -4.54
H 3.33 0.42 -4.00
H 1.42 2.03 -3.58
H 1.84 4.41 -3.46
H 4.17 5.29 -3.97
O -6.87 -6.07 3.20
N -6.02 -6.63 2.54
O -5.37 -7.57 2.96
C -5.64 -6.12 1.21
C -6.26 -4.97 0.74
C -5.84 -4.50 -0.50
C -4.76 -5.03 -1.18
C -4.10 -6.13 -0.62
C -4.55 -6.67 0.58
H -7.09 -4.50 1.25
H -6.31 -3.62 -0.91
H -4.32 -4.58 -2.06
H -3.25 -6.62 -1.07
H -4.01 -7.52 0.98
O 2.72 0.98 -0.68
N 3.30 1.74 0.08
O 2.77 2.25 1.04
C 4.67 2.09 -0.21
C 5.40 1.37 -1.14
C 6.71 1.72 -1.47
C 7.19 2.91 -0.91
C 6.48 3.63 0.05
C 5.23 3.20 0.42
H 5.03 0.53 -1.71
H 7.31 1.17 -2.17
H 8.21 3.20 -1.16
H 6.98 4.49 0.48
H 4.70 3.70 1.22
C -2.63 -2.96 1.67
O -3.26 -3.02 2.93
C -3.27 -4.31 3.50
C -4.36 -4.37 4.54
O -4.06 -3.43 5.56
C -5.17 -2.89 6.21
H -1.55 -3.07 1.83
H -2.80 -2.01 1.18
H -3.00 -3.75 1.01
H -2.30 -4.56 3.95
H -3.53 -5.01 2.70
H -4.58 -5.34 5.00
H -5.31 -4.05 4.10
H -4.87 -2.13 6.93
H -5.67 -3.63 6.85
H -5.89 -2.43 5.54
C 5.21 -3.66 -2.25
O 4.33 -2.67 -2.75
C 3.56 -2.06 -1.74
C 2.46 -2.91 -1.12
O 1.55 -3.33 -2.13
C 1.80 -4.59 -2.68
H 5.93 -3.88 -3.04
H 4.63 -4.57 -2.05
H 5.76 -3.38 -1.35
H 3.11 -1.16 -2.13
H 4.23 -1.71 -0.94
H 1.90 -2.33 -0.38
H 2.88 -3.78 -0.60
H 2.10 -5.37 -1.97
H 2.57 -4.56 -3.47
H 0.87 -4.91 -3.16
C -3.37 4.86 -1.85
O -4.29 4.37 -0.90
C -4.06 3.05 -0.44
C -4.22 2.00 -1.55
O -5.54 1.93 -2.02
C -6.26 0.94 -1.31
H -2.37 5.01 -1.45
H -3.85 5.77 -2.22
H -3.32 4.23 -2.75
H -4.87 2.93 0.30
H -3.18 2.87 0.19
H -3.83 1.05 -1.16
H -3.50 2.19 -2.34
H -6.43 1.24 -0.27
H -5.69 0.01 -1.31
H -7.23 0.76 -1.76
C -0.33 2.87 -0.72
O -1.09 1.68 -0.81
C -0.51 0.71 -1.64
C -1.32 -0.57 -1.67
O -2.35 -0.54 -2.62
C -2.97 -1.78 -2.76
H -1.02 3.66 -0.46
H 0.30 3.10 -1.58
H 0.43 2.79 0.08
H 0.50 0.46 -1.30
H -0.44 0.98 -2.70
H -1.66 -0.88 -0.67
H -0.62 -1.41 -1.86
H -2.29 -2.57 -3.11
H -3.83 -1.74 -3.42
H -3.39 -2.13 -1.80
C 5.01 5.12 4.33
O 3.62 5.21 4.14
C 2.89 4.59 5.18
C 1.41 4.86 4.89
O 0.95 4.30 3.68
C 0.77 2.89 3.75
H 5.31 5.47 5.32
H 5.48 5.75 3.58
H 5.40 4.11 4.16
H 3.22 5.01 6.14
H 3.05 3.51 5.22
H 1.18 5.92 4.83
H 0.79 4.43 5.69
H 1.64 2.40 4.21
H 0.59 2.50 2.76
H -0.07 2.71 4.43

=====

# 2
A single C4H7NO4 molecule. Source: the Open Molecules 2025 dataset; level of theory: ωB97M-V/def2-TZVPD.

Properties
E_HOMO	-10.004	eV
gap between HOMO and LUMO	0.3783	Ha
LUMO	0.01065	Ha
multiplicity	1
relative energy (zero: lowest compared OMol25 entry of this formula, charge and spin)	1.892	eV
structure (SMILES)	O=C(O)C/N=C(\O)CO
DFT total energy	-13940.7447	eV

Positions of all 16 atoms, in Å:
O -2.28 -0.63 -0.74
C -1.42 -1.48 -0.76
O -1.27 -2.26 -1.90
C -0.27 -1.59 0.23
N -0.03 -0.37 0.95
C 0.45 0.63 0.32
O 0.52 0.78 -1.01
C 0.89 1.87 1.05
O 0.23 3.00 0.51
H -0.67 -3.00 -1.76
H 0.64 -1.95 -0.30
H -0.52 -2.40 0.94
H 0.56 -0.08 -1.55
H 1.98 1.96 0.93
H 0.66 1.73 2.11
H 0.51 3.78 0.99